Density functional theory data (wB97M-V/def2-TZVPD) for an isolated molecule of C4H3N3O at a distorted geometry.

```
! RIJCOSX wB97M-V def2-TZVPD def2/J DEFGRID3
* xyz 0 1
C -0.387 1.299 2.551
C 1.032 -1.117 -0.784
C 0.124 -0.649 -1.700
C -0.039 0.392 0.326
N 0.919 -0.461 0.392
N -0.538 1.244 1.263
N -0.678 0.286 -0.952
O -0.615 1.489 3.651
H 1.656 -2.001 -0.790
H 0.071 -1.242 -2.651
H -1.544 0.760 -1.305
*
```

structure (SMILES): O=C=Nc1ncc[nH]1
HOMO energy: -8.436 eV
lowest unoccupied orbital energy: 0.45 eV
orbital gap: 8.88 eV


Density functional theory data (wB97M-V/def2-TZVPD) for an isolated molecule of C4H3N3O at a distorted geometry.

```
! RIJCOSX wB97M-V def2-TZVPD def2/J DEFGRID3
* xyz 0 1
C 0.861 0.735 0.005
C -1.537 0.564 -0.063
C -1.341 -0.944 0.172
C 0.967 -0.795 -0.121
H 2.608 0.841 0.429
H -2.397 1.290 -0.251
H -2.215 -1.388 0.143
N 1.896 1.333 0.136
N -0.512 1.355 -0.255
N -0.312 -1.631 0.008
O 1.982 -1.361 -0.201
*
```

structure (SMILES): [H]/N=C1/N=CC=NC1=O
HOMO energy: -9.432 eV
lowest unoccupied orbital energy: -1.48 eV
orbital gap: 7.95 eV


Density functional theory data (wB97M-V/def2-TZVPD) for an isolated molecule of C4H3N3O at a distorted geometry.

```
! RIJCOSX wB97M-V def2-TZVPD def2/J DEFGRID3
* xyz 0 1
C -1.319 -0.191 1.966
C 0.462 0.952 0.589
C 0.901 0.660 -0.704
C -0.363 -1.223 -1.040
N -0.475 0.105 1.180
N -1.039 -2.097 -0.695
N 0.592 -0.377 -1.490
O -2.158 -0.615 2.696
H 0.725 1.972 0.990
H 1.731 1.291 -1.020
H 0.942 -0.476 -2.473
*
```

structure (SMILES): N#CN/C=C\N=C=O
HOMO energy: -8.528 eV
lowest unoccupied orbital energy: 0.27 eV
orbital gap: 8.80 eV


Density functional theory data (wB97M-V/def2-TZVPD) for an isolated molecule of C4H3N3O3.

```
! RIJCOSX wB97M-V def2-TZVPD def2/J DEFGRID3
* xyz 0 1
C 0.804 -1.175 -1.079
C 1.610 0.027 -0.870
C -0.334 -0.133 1.702
C -0.260 0.224 0.192
N -0.322 -1.054 -0.482
N 0.960 0.866 -0.155
N -1.487 1.027 -0.181
O 0.598 -0.463 2.350
O -1.341 1.872 -1.013
O -2.504 0.717 0.373
H 1.059 -2.049 -1.646
H 2.595 0.229 -1.245
H -1.378 -0.087 2.055
*
```

structure (SMILES): O=CC1([N+](=O)[O-])N=CC=N1
HOMO energy: -10.763 eV
lowest unoccupied orbital energy: -0.97 eV
orbital gap: 9.80 eV


Density functional theory data (wB97M-V/def2-TZVPD) for a cluster of 2 separate species, C4H3N5O5S in total at a distorted geometry.

```
! RIJCOSX wB97M-V def2-TZVPD def2/J DEFGRID3
* xyz 0 1
C -1.211 -2.008 -2.118
C 2.811 0.095 1.830
C -0.321 -1.143 1.082
C 0.358 1.897 -0.097
N -1.337 -1.133 -1.347
N 1.684 -0.377 1.817
N 0.458 2.508 -1.287
N -1.860 -0.885 -0.209
N 0.751 -0.352 0.866
O -0.772 -2.639 -2.985
O -0.510 -1.988 1.933
O -0.099 2.282 0.922
O -2.802 -1.811 0.101
O 0.832 0.603 -0.212
S 4.226 0.593 2.271
H 0.111 3.575 -1.362
H 0.943 2.240 -2.084
H -3.261 -1.454 0.879
*
```

HOMO energy: -8.280 eV
lowest unoccupied orbital energy: -0.63 eV
orbital gap: 7.65 eV


Density functional theory data (wB97M-V/def2-TZVPD) for a structure of composition C4H3NO at a distorted geometry.

```
! RIJCOSX wB97M-V def2-TZVPD def2/J DEFGRID3
* xyz 0 1
C -0.689 0.603 -0.822
C -1.479 1.438 -0.065
C 0.171 0.090 0.264
C 0.930 -1.102 -0.002
N 0.178 1.231 0.755
O -2.346 2.067 0.398
H 0.115 -1.846 -0.322
H 1.610 -1.501 0.712
H 1.510 -0.982 -0.918
*
```

HOMO energy: -8.985 eV
lowest unoccupied orbital energy: -0.17 eV
orbital gap: 8.82 eV


Density functional theory data (wB97M-V/def2-TZVPD) for a cluster of 2 separate species, C4H3NO in total at a distorted geometry.

```
! RIJCOSX wB97M-V def2-TZVPD def2/J DEFGRID3
* xyz 0 1
C -1.476 -1.085 0.256
C -2.523 -0.244 -0.005
C 1.162 1.119 0.055
C 1.277 -0.299 0.046
N 0.774 2.183 -0.088
O -3.240 0.612 -0.281
H 2.046 -0.693 0.804
H 1.733 -0.775 -0.908
H 0.247 -0.817 0.120
*
```

HOMO energy (alpha / beta): -10.583 / -10.623 eV
lowest unoccupied orbital energy (alpha / beta): -2.95 / -2.97 eV
orbital gap (alpha / beta): 7.64 / 7.65 eV


Density functional theory data (wB97M-V/def2-TZVPD) for an isolated molecule of C4H3NO2.

```
! RIJCOSX wB97M-V def2-TZVPD def2/J DEFGRID3
* xyz 0 1
O -0.563 -2.077 1.901
C -0.991 -1.513 0.924
C -0.342 -0.356 0.272
N -0.843 0.343 -0.700
C 0.164 1.220 -1.040
C 1.238 0.976 -0.252
O 0.920 -0.019 0.609
H -1.904 -1.830 0.390
H 0.060 1.945 -1.834
H 2.261 1.310 -0.270
*
```

structure (SMILES): O=Cc1ncco1
HOMO energy: -9.984 eV
lowest unoccupied orbital energy: -0.18 eV
orbital gap: 9.80 eV


Density functional theory data (wB97M-V/def2-TZVPD) for a cluster of 2 separate species, C4H3NO2 in total at a distorted geometry.

```
! RIJCOSX wB97M-V def2-TZVPD def2/J DEFGRID3
* xyz 0 1
C -0.409 -1.077 0.653
C 0.573 1.686 -0.807
C 0.189 -1.952 -0.090
C -1.000 -0.207 1.427
N 1.000 1.159 -1.790
O 0.110 2.339 0.042
O 0.607 -2.604 -0.986
H -0.906 -0.066 2.549
H -1.352 0.640 0.881
H 1.189 0.081 -1.880
*
```

structure (SMILES): C=C=C=O.N=C=O
HOMO energy: -9.144 eV
lowest unoccupied orbital energy: -0.99 eV
orbital gap: 8.15 eV


Density functional theory data (wB97M-V/def2-TZVPD) for an isolated molecule of C4H3NO2 at a distorted geometry.

```
! RIJCOSX wB97M-V def2-TZVPD def2/J DEFGRID3
* xyz 0 1
C 0.103 0.710 -0.001
C -1.293 0.422 0.093
C 1.295 0.042 -0.072
C -2.100 -0.615 0.010
N 1.588 -1.283 0.089
O -2.876 -1.462 -0.066
O 2.772 -1.610 -0.027
H 0.247 1.786 -0.035
H -1.897 1.319 0.222
H 2.163 0.691 -0.212
*
```

structure (SMILES): O=C=C/C=C\N=O
HOMO energy: -8.911 eV
lowest unoccupied orbital energy: -1.01 eV
orbital gap: 7.90 eV


Density functional theory data (wB97M-V/def2-TZVPD) for a cluster of 2 separate species, C4H3NO2 in total at a distorted geometry.

```
! RIJCOSX wB97M-V def2-TZVPD def2/J DEFGRID3
* xyz 0 1
C -0.985 -0.766 0.059
C -1.234 -0.011 -0.900
C -0.890 -1.538 1.054
C 1.568 0.617 0.435
N -1.420 0.935 -1.594
O -0.720 -2.266 1.943
O 1.564 1.628 -0.197
H 1.572 0.490 1.558
H 1.426 -0.379 0.020
H -0.880 1.292 -2.378
*
```

structure (SMILES): N=C=C=C=O.C=O
HOMO energy: -9.578 eV
lowest unoccupied orbital energy: 0.08 eV
orbital gap: 9.66 eV


Density functional theory data (wB97M-V/def2-TZVPD) for a structure of composition C4H3NO2 at a distorted geometry.

```
! RIJCOSX wB97M-V def2-TZVPD def2/J DEFGRID3
* xyz 0 1
C 0.997 -1.070 -0.436
C -0.504 -0.204 0.446
C -1.124 0.859 0.814
C 0.266 0.256 -0.656
H 1.223 -1.826 -1.109
H 2.064 -0.924 0.004
H -2.047 1.020 1.456
N 0.148 1.431 -1.018
O -0.064 -1.421 0.590
O -0.959 1.879 -0.090
*
```

HOMO energy: -9.264 eV
lowest unoccupied orbital energy: 0.66 eV
orbital gap: 9.93 eV


Density functional theory data (wB97M-V/def2-TZVPD) for an isolated molecule of C4H3NO2 at a distorted geometry.

```
! RIJCOSX wB97M-V def2-TZVPD def2/J DEFGRID3
* xyz 0 1
C -1.733 -0.461 0.020
C -0.233 -0.197 -0.107
C 0.366 1.074 -0.088
C 1.702 0.791 0.019
H -2.033 -1.539 -0.023
H -0.075 2.031 -0.077
H 2.588 1.430 0.273
N 0.632 -1.189 -0.011
O -2.524 0.441 0.063
O 1.835 -0.546 0.042
*
```

structure (SMILES): O=Cc1ccon1
HOMO energy: -10.477 eV
lowest unoccupied orbital energy: 0.16 eV
orbital gap: 10.63 eV


Density functional theory data (wB97M-V/def2-TZVPD) for an isolated molecule of C4H3NO2S at a distorted geometry.

```
! RIJCOSX wB97M-V def2-TZVPD def2/J DEFGRID3
* xyz 0 1
C 1.489 -0.904 -0.056
C 0.295 -0.425 -0.218
C -1.998 0.254 0.120
C 0.027 1.098 -0.088
H 3.420 -0.929 0.259
H 1.471 -2.041 0.024
H -3.107 0.300 0.249
N -1.373 1.323 0.142
O 2.730 -0.310 0.169
O 0.836 2.007 -0.113
S -1.224 -1.269 -0.033
*
```

structure (SMILES): O=C1N=CS/C1=C/O
HOMO energy: -9.123 eV
lowest unoccupied orbital energy: -0.04 eV
orbital gap: 9.08 eV


Density functional theory data (wB97M-V/def2-TZVPD) for a cluster of 2 separate species, C4H3NO2S in total at a distorted geometry.

```
! RIJCOSX wB97M-V def2-TZVPD def2/J DEFGRID3
* xyz 0 1
C -2.163 0.994 0.638
C 1.742 -0.340 0.359
C 0.625 -0.483 -0.378
C -0.352 -1.429 -0.111
N -1.422 0.233 1.164
O -2.892 1.818 0.234
O -0.988 -2.378 -0.102
S 0.197 0.529 -1.788
H 2.458 0.429 0.138
H 1.916 -0.968 1.213
H 0.879 1.596 -1.367
*
```

HOMO energy (alpha / beta): -8.702 / -8.702 eV
lowest unoccupied orbital energy (alpha / beta): -1.59 / -1.59 eV
orbital gap (alpha / beta): 7.11 / 7.11 eV


Density functional theory data (wB97M-V/def2-TZVPD) for an isolated molecule of C4H3NO3 at a distorted geometry.

```
! RIJCOSX wB97M-V def2-TZVPD def2/J DEFGRID3
* xyz 0 1
C 0.169 -0.611 -0.141
C -0.829 -1.480 -0.002
C -1.983 -0.598 0.090
C -0.324 0.788 -0.197
H 3.104 -0.394 0.226
H -0.610 -2.508 -0.220
H -3.078 -0.683 0.192
N 1.479 -0.969 -0.231
O 2.341 0.115 0.354
O -1.666 0.858 0.232
O 0.328 1.749 -0.221
*
```

structure (SMILES): O=C1OC=C/C1=N/O
HOMO energy: -8.912 eV
lowest unoccupied orbital energy: -1.22 eV
orbital gap: 7.69 eV


Density functional theory data (wB97M-V/def2-TZVPD) for an isolated molecule of C4H3NO3 at a distorted geometry.

```
! RIJCOSX wB97M-V def2-TZVPD def2/J DEFGRID3
* xyz 0 1
C -0.601 1.330 -0.977
C -0.620 -0.761 -0.385
C 0.308 0.090 0.658
C 1.450 -0.731 1.188
H 0.005 -1.239 -1.276
H -0.992 -1.595 0.353
H -0.316 0.379 1.610
N 2.472 -1.270 1.506
O -0.620 2.226 -1.772
O -1.482 0.314 -0.870
O 0.397 1.258 -0.035
*
```

structure (SMILES): N#C[C@@H]1COC(=O)O1
HOMO energy: -11.694 eV
lowest unoccupied orbital energy: 0.41 eV
orbital gap: 12.10 eV


Density functional theory data (wB97M-V/def2-TZVPD) for a cluster of 2 separate species, C4H3NOS2 in total at a distorted geometry.

```
! RIJCOSX wB97M-V def2-TZVPD def2/J DEFGRID3
* xyz 0 1
C 0.309 -0.603 -0.906
C 0.939 -1.600 -0.012
C 0.482 -1.279 1.132
C -0.256 -0.008 1.076
H -0.172 2.354 0.222
H 1.323 -2.459 -0.568
H 0.857 -1.764 2.062
N -0.235 0.327 -0.154
O -0.842 1.327 -0.776
S 0.778 -0.330 -2.420
S -0.932 0.949 2.285
*
```

HOMO energy: -9.134 eV
lowest unoccupied orbital energy: -1.95 eV
orbital gap: 7.18 eV


Density functional theory data (wB97M-V/def2-TZVPD) for an isolated molecule of C4H3NOS2 at a distorted geometry.

```
! RIJCOSX wB97M-V def2-TZVPD def2/J DEFGRID3
* xyz 0 1
C 0.379 -0.355 0.001
C -0.797 -1.229 -0.009
C -1.858 -0.439 -0.005
C -0.184 1.032 0.004
H 2.585 1.313 -0.002
H -0.772 -2.319 -0.010
H -2.945 -0.623 0.024
N 1.578 -0.800 -0.001
O -1.527 0.906 0.003
S 3.007 0.025 0.000
S 0.533 2.490 -0.005
*
```

structure (SMILES): S=C1OC=C/C1=N/S
HOMO energy: -8.752 eV
lowest unoccupied orbital energy: -1.27 eV
orbital gap: 7.48 eV


Density functional theory data (wB97M-V/def2-TZVPD) for an isolated molecule of C4H3NS2 at a distorted geometry.

```
! RIJCOSX wB97M-V def2-TZVPD def2/J DEFGRID3
* xyz 0 1
C -0.516 -1.563 0.145
C -0.590 -0.009 -0.101
C 0.762 0.733 -0.119
C 0.836 2.213 -0.134
H -0.025 -1.608 1.221
H -1.608 -1.941 -0.141
H 0.168 -1.859 -0.551
N 0.768 3.359 0.121
S -1.914 0.890 -0.224
S 2.117 -0.215 -0.217
*
```

structure (SMILES): CC(=S)C(=S)C#N
HOMO energy: -9.308 eV
lowest unoccupied orbital energy: -2.52 eV
orbital gap: 6.79 eV